Entry 1:
75
Properties=species:S:1:pos:R:3 method="wB97M-V/def2-TZVPD" s_squared=0.75 relative_energy_kcal_mol=0.00 charge=-1 multiplicity=2 homo_lumo_gap_ha="0.11314 / 0.26385" lumo_ev="1.7 / 1.7"
Cd 0.370 0.476 0.385
O -6.280 1.946 5.644
C -5.363 2.375 4.882
O -4.644 1.729 4.008
B -3.794 2.681 3.275
O -3.849 3.951 4.052
C -4.770 3.811 5.006
O -5.108 4.670 5.861
O -4.183 2.919 1.862
C -3.239 2.479 1.073
O -3.228 2.382 -0.173
C -2.060 2.003 1.970
O -2.419 2.179 3.200
O -0.978 1.498 1.589
O 1.524 0.189 -3.663
C 2.210 -0.696 -3.217
O 2.981 -1.583 -3.979
B 3.444 -2.642 -3.083
O 3.062 -2.205 -1.746
C 2.309 -1.191 -1.764
O 1.730 -0.620 -0.832
O 2.958 -3.981 -3.444
C 3.979 -4.901 -3.289
O 3.881 -6.110 -3.372
C 5.278 -4.097 -3.143
O 4.930 -2.819 -3.165
O 6.388 -4.633 -3.240
C -0.124 -4.639 0.506
C -0.026 -4.722 2.037
C 0.976 -3.698 2.602
C 0.716 -2.286 2.152
N 0.435 -1.208 1.783
H 0.845 -4.690 0.010
H -0.549 -3.676 0.224
H -0.660 -5.460 0.029
H 0.267 -5.750 2.250
H -1.019 -4.558 2.455
H 2.008 -3.811 2.270
H 0.928 -3.684 3.691
C -5.287 -1.318 -0.418
C -4.562 -1.997 -1.577
C -3.088 -2.406 -1.311
C -2.117 -1.375 -0.836
N -1.334 -0.619 -0.501
H -5.377 -1.914 0.490
H -6.242 -0.983 -0.824
H -4.722 -0.474 -0.022
H -4.534 -1.313 -2.425
H -5.062 -2.898 -1.933
H -2.662 -2.835 -2.218
H -2.968 -3.121 -0.497
C -1.679 4.859 -2.765
C -1.024 3.932 -3.779
C 0.280 3.314 -3.366
C 0.186 2.516 -2.136
N 0.079 1.854 -1.155
H -2.033 4.297 -1.901
H -2.578 5.279 -3.215
H -1.101 5.710 -2.403
H -0.765 4.574 -4.621
H -1.773 3.206 -4.096
H 1.011 4.113 -3.243
H 0.703 2.635 -4.107
C 5.822 1.697 1.028
C 5.522 1.905 2.541
C 4.012 2.349 2.785
C 2.912 1.752 2.043
N 2.035 1.279 1.482
H 6.871 1.507 0.801
H 5.588 2.576 0.428
H 5.187 0.878 0.689
H 6.221 2.659 2.904
H 5.750 1.018 3.132
H 3.925 3.384 2.454
H 3.876 2.330 3.867


Entry 2:
7
Properties=species:S:1:pos:R:3 method="wB97M-V/def2-TZVPD" relative_energy_kcal_mol=0.00 multiplicity=1 homo_lumo_gap_ha=0.35818 lumo_ev=0.3
C 0.970 0.164 -0.037
F 2.008 0.149 -0.796
F 1.351 -0.105 1.245
F 0.371 1.310 -0.164
S -1.946 -0.668 0.502
S -0.439 -1.339 -0.558
H -2.316 0.491 -0.193


Entry 3:
28
Properties=species:S:1:pos:R:3 method="wB97M-V/def2-TZVPD" s_squared=2.02 relative_energy_kcal_mol=15.09 multiplicity=3 homo_lumo_gap_ha="0.25041 / 0.25640" lumo_ev="-1.2 / -1.2"
V 0.182 -1.019 -1.120
Cl 3.642 -1.047 4.561
C 3.205 -1.117 2.897
C 4.190 -1.208 1.917
Cl 5.853 -1.248 2.362
C 3.835 -1.269 0.565
Cl 5.015 -1.393 -0.678
C 2.498 -1.230 0.213
O 2.029 -1.328 -1.040
C 1.509 -1.140 1.200
O 0.245 -1.107 0.735
C 1.855 -1.083 2.537
Cl 0.602 -0.977 3.712
C -3.831 0.630 -1.255
C -2.368 0.328 -1.247
N -1.878 -0.880 -1.335
O -2.738 -1.977 -1.432
C -1.419 1.401 -1.175
C -1.728 2.859 -1.146
N -0.155 1.001 -1.188
O 0.794 1.804 -1.164
H -4.451 -0.258 -1.341
H -4.053 1.273 -2.107
H -4.104 1.177 -0.353
H -3.370 -1.918 -0.702
H -2.797 3.054 -1.164
H -1.262 3.356 -2.000
H -1.300 3.316 -0.252


Entry 4:
44
Properties=species:S:1:pos:R:3 method="wB97M-V/def2-TZVPD" multiplicity=1 homo_lumo_gap_ha=0.20537 lumo_ev=-2.9
C -2.473 4.113 -0.715
C -1.108 3.774 -0.879
C 0.532 3.610 -0.732
C 1.020 2.246 -1.534
C 1.034 0.958 -0.471
Nb 0.421 -1.030 -1.346
N -1.179 -0.046 -2.377
C -0.993 -1.279 0.486
C -2.451 -0.568 0.281
O -3.425 -0.893 1.369
C -2.845 -0.652 2.696
C -2.339 0.848 3.228
O -2.779 -1.716 3.538
C 1.922 -2.277 -0.191
P 3.426 -1.418 0.536
O 4.261 -0.494 -0.439
O 4.531 -2.662 1.161
O 2.922 -0.520 1.969
C -0.440 -3.022 -2.148
F 0.014 -3.237 -3.552
F -0.038 -4.135 -1.231
F -1.938 -2.899 -2.158
H -3.576 4.485 -0.505
H 0.879 3.633 0.403
H 1.025 4.516 -1.325
H 2.118 2.487 -1.937
H 0.369 2.065 -2.484
H 0.220 1.250 0.352
H 2.066 1.030 0.059
H 1.572 -0.876 -2.783
H -0.888 0.107 -3.383
H -1.484 0.848 -1.930
H -0.400 -0.728 1.364
H -1.067 -2.408 0.829
H -2.338 0.590 0.149
H -2.964 -1.007 -0.704
H -3.123 1.228 4.041
H -2.340 1.587 2.314
H -1.258 0.729 3.664
H 1.342 -2.887 0.657
H 2.313 -3.123 -0.938
H 4.572 -3.329 0.415
H 3.038 -1.067 2.799
Cu 1.851 2.170 1.455


Entry 5:
15
Properties=species:S:1:pos:R:3 method="wB97M-V/def2-TZVPD" s_squared=2.02 relative_energy_kcal_mol=0.00 multiplicity=3 homo_lumo_gap_ha="0.37577 / 0.23405" lumo_ev="-0.1 / -3.9"
O -3.342 -2.203 -0.066
Ag -1.766 -1.343 0.635
N 0.667 0.727 -0.513
S -0.747 0.257 -1.323
C -1.765 1.768 -1.083
F -1.244 2.799 -1.734
F -1.885 2.114 0.193
F -2.971 1.513 -1.580
S 1.049 0.044 0.848
O -0.033 -0.821 1.446
O 1.710 0.939 1.785
C 2.350 -1.225 0.423
F 1.841 -2.128 -0.397
F 3.368 -0.622 -0.163
F 2.767 -1.820 1.527


Entry 6:
6
Properties=species:S:1:pos:R:3 method="wB97M-V/def2-TZVPD" relative_energy_kcal_mol=1.97 charge=-1 multiplicity=1 homo_lumo_gap_ha=0.25199 lumo_ev=4.2
S -1.244 1.943 -0.842
H -0.003 1.946 -1.357
O 0.408 -2.135 0.327
C 0.345 -0.954 0.564
H 0.397 -0.525 1.577
H 0.097 -0.275 -0.270


Entry 7:
96
Properties=species:S:1:pos:R:3 method="wB97M-V/def2-TZVPD" relative_energy_kcal_mol=132.91 multiplicity=1 homo_lumo_gap_ha=0.39657 lumo_ev=0.4
C 0.317 -2.350 -1.994
O -0.306 -1.240 -1.499
C 0.132 -0.716 -0.284
O 0.988 -1.184 0.456
O -0.662 0.225 0.002
C -0.519 0.982 1.221
H 1.111 -2.912 -1.502
H 0.907 -2.317 -2.910
H -0.376 -3.125 -2.319
H 0.506 1.328 1.353
H -0.755 0.204 1.947
H -1.299 1.730 1.359
C -0.009 -0.967 -8.244
O 0.385 -1.633 -7.027
C 0.038 -2.890 -6.779
O -0.294 -3.797 -7.600
O -0.064 -2.977 -5.399
C -0.312 -4.195 -4.655
H 0.816 -0.715 -8.911
H -0.556 -0.072 -7.947
H -0.750 -1.539 -8.801
H -0.122 -5.141 -5.161
H -1.273 -4.147 -4.142
H 0.453 -4.260 -3.882
C 2.584 3.527 5.686
O 2.610 3.734 4.253
C 1.467 3.985 3.621
O 0.331 4.034 4.129
O 1.820 4.208 2.387
C 0.869 4.693 1.494
H 3.482 3.976 6.110
H 2.526 2.464 5.921
H 1.729 3.934 6.226
H 0.043 4.047 1.194
H 1.295 5.113 0.583
H 0.357 5.554 1.925
C -1.439 -0.107 7.224
O -1.759 -0.771 6.025
C -0.825 -1.645 5.442
O 0.356 -1.802 5.738
O -1.343 -2.099 4.310
C -0.696 -3.075 3.448
H -0.376 -0.025 7.450
H -1.732 -0.444 8.218
H -1.772 0.931 7.238
H -0.233 -2.653 2.556
H -1.352 -3.839 3.032
H 0.205 -3.469 3.918
C 1.748 -9.472 -3.683
O 1.665 -8.831 -2.425
C 1.330 -7.591 -2.392
O 1.059 -6.773 -3.304
O 1.205 -7.151 -1.078
C 1.058 -5.804 -0.794
H 1.640 -10.546 -3.531
H 2.723 -9.489 -4.170
H 0.945 -9.306 -4.402
H 1.808 -5.125 -1.198
H 1.147 -5.693 0.287
H 0.058 -5.592 -1.174
C -2.029 6.088 -2.308
O -1.562 4.774 -2.135
C -2.265 3.721 -2.477
O -3.489 3.780 -2.783
O -1.525 2.563 -2.300
C -2.166 1.292 -2.673
H -2.436 6.373 -3.278
H -1.176 6.764 -2.264
H -2.767 6.600 -1.691
H -2.956 1.487 -3.398
H -2.609 0.721 -1.857
H -1.404 0.663 -3.133
C -3.005 6.877 1.353
O -3.771 5.662 1.525
C -3.324 4.510 1.182
O -2.209 4.267 0.717
O -4.293 3.571 1.282
C -4.027 2.203 0.800
H -2.137 6.718 0.714
H -2.746 7.182 2.367
H -3.588 7.580 0.758
H -4.933 1.600 0.862
H -3.156 1.743 1.269
H -3.810 2.306 -0.263
C 3.744 1.653 0.283
O 3.895 1.026 1.494
C 4.608 -0.117 1.563
O 5.539 -0.340 0.824
O 4.176 -0.864 2.521
C 3.046 -0.766 3.315
H 3.517 1.048 -0.595
H 4.718 2.063 0.018
H 2.978 2.427 0.313
H 3.226 -0.255 4.260
H 2.741 -1.788 3.539
H 2.303 -0.323 2.651


Entry 8:
26
Properties=species:S:1:pos:R:3 method="wB97M-V/def2-TZVPD" relative_energy_kcal_mol=81.61 charge=+2 multiplicity=1 homo_lumo_gap_ha=0.35566 lumo_ev=-8.5
C -0.297 -1.092 -0.633
C -0.216 1.053 -0.652
C -0.754 -0.989 1.728
C -1.119 -3.004 0.536
C 2.168 0.873 0.151
C 0.967 3.070 -0.312
N -0.740 -1.624 0.473
N 0.913 1.562 -0.330
N -0.012 -1.545 -1.803
N -1.451 1.568 -0.800
H 0.153 -1.036 2.312
H -1.096 0.037 1.634
H -1.481 -1.491 2.394
H -0.473 -3.568 1.307
H -2.139 -3.085 1.034
H -1.177 -3.552 -0.463
H 2.942 1.164 -0.582
H 2.511 1.280 1.128
H 1.758 -0.153 0.154
H 1.482 3.321 0.672
H 1.789 3.509 -0.971
H -0.028 3.538 -0.472
H 0.515 -0.908 -2.410
H -0.450 -2.462 -2.176
H -2.243 0.975 -0.960
H -1.522 2.560 -0.960


Listing energy for the structures above in their given order: -69989.5116, -30875.6046, -97428.7652, -87091.2863, -51675.5447, -13968.5508, -74800.9839, -12422.4793 eV.